Record 1
Below is an isolated molecule of C19H24ClN3OS2, with properties calculated with the ωB97M-V functional and the def2-TZVPD basis.

XYZ file:
```
50
Properties=species:S:1:pos:R:3:nbo_charge:R:1
S -2.130 -2.777 0.918 -0.2482
C -1.634 -1.751 -0.283 0.3125
N -0.476 -1.950 -0.961 -0.4251
C -0.099 -1.210 -2.146 -0.2159
C 1.021 -0.186 -1.915 -0.4249
H 1.948 -0.714 -1.690 0.2263
C 0.747 0.769 -0.750 -0.2303
N 1.987 1.263 -0.186 -0.4402
C 1.800 1.862 1.124 -0.2496
C 3.167 2.225 1.703 -0.0735
O 3.862 3.116 0.865 -0.5219
C 4.026 2.556 -0.416 -0.0705
C 2.681 2.203 -1.050 -0.2533
H 2.855 1.740 -2.022 0.2037
H 2.091 3.127 -1.193 0.1666
H 4.551 3.303 -1.013 0.1936
H 4.637 1.643 -0.348 0.1653
H 3.057 2.729 2.665 0.1937
H 3.751 1.302 1.835 0.1690
H 1.312 1.138 1.778 0.2119
H 1.177 2.773 1.068 0.1662
H 0.084 1.596 -1.072 0.1575
H 0.250 0.217 0.052 0.2097
H 1.164 0.367 -2.844 0.2103
H 0.253 -1.936 -2.889 0.2095
H -0.983 -0.728 -2.569 0.2076
C 0.460 -2.965 -0.504 -0.2699
C 1.466 -2.423 0.461 -0.2018
C 1.249 -1.932 1.711 -0.2646
C 2.431 -1.487 2.345 -0.2588
C 3.531 -1.646 1.569 -0.4105
S 3.150 -2.342 0.047 0.4314
H 4.552 -1.411 1.796 0.2359
H 2.456 -1.074 3.338 0.2256
H 0.276 -1.904 2.169 0.2467
H -0.126 -3.750 -0.013 0.2701
H 0.966 -3.388 -1.374 0.2095
N -2.353 -0.638 -0.627 -0.6154
C -3.653 -0.296 -0.252 0.1449
C -4.654 -1.241 -0.040 -0.2112
C -5.933 -0.836 0.288 -0.2180
C -6.226 0.514 0.392 -0.0437
C -5.247 1.467 0.162 -0.2390
C -3.969 1.059 -0.160 -0.1892
H -3.202 1.801 -0.339 0.2032
H -5.484 2.517 0.237 0.2282
Cl -7.829 1.017 0.800 0.0007
H -6.704 -1.571 0.456 0.2292
H -4.433 -2.291 -0.128 0.2469
H -1.822 0.141 -0.993 0.3996
```

E: -60803.047 eV
2S+1: 1
Orbital gap: 8.62 eV
ΔE to the lowest compared entry with this formula, charge and spin: 2.0 kJ/mol

***

Record 2
Below is an isolated molecule of C19H24FN3O5S2 in a non-equilibrium geometry, with properties calculated with the ωB97M-V functional and the def2-TZVPD basis.

XYZ file:
```
54
Properties=species:S:1:pos:R:3:nbo_charge:R:1
C -5.518 -1.664 -1.169 -0.6142
H -5.097 -2.593 -0.793 0.1998
H -6.430 -1.446 -0.621 0.2181
H -5.762 -1.796 -2.220 0.2172
C -4.533 -0.510 -1.014 -0.2309
N -4.316 -0.167 0.371 -0.6820
S -4.094 1.439 0.735 2.3414
O -4.288 1.592 2.147 -0.9435
O -4.912 2.199 -0.163 -0.9414
C -2.368 1.758 0.369 -0.3604
C -1.963 1.889 -0.945 -0.1782
C -0.616 2.002 -1.245 -0.2602
C 0.319 1.976 -0.213 0.2522
C -0.104 1.881 1.114 -0.2698
C -1.449 1.768 1.402 -0.1725
H -1.807 1.683 2.416 0.2458
H 0.632 1.880 1.905 0.2275
N 1.698 2.003 -0.435 -0.6502
C 2.364 1.818 -1.604 0.6686
O 1.877 1.848 -2.710 -0.5881
C 3.848 1.496 -1.376 -0.3262
N 3.997 0.499 -0.328 -0.7012
C 3.141 -0.615 -0.386 0.2470
C 2.452 -1.063 0.737 -0.3807
C 1.623 -2.164 0.621 0.4265
C 1.445 -2.842 -0.568 -0.2982
C 2.133 -2.385 -1.680 -0.1645
C 2.972 -1.291 -1.596 -0.2739
H 3.493 -0.954 -2.476 0.2250
H 2.013 -2.889 -2.626 0.2250
H 0.783 -3.691 -0.615 0.2351
F 0.960 -2.577 1.720 -0.3209
H 2.509 -0.547 1.681 0.2568
S 4.501 1.111 1.160 2.3060
O 3.364 1.441 1.980 -0.9569
O 5.412 2.172 0.872 -0.9275
C 5.415 -0.270 1.867 -0.8595
H 4.804 -1.162 1.846 0.2549
H 6.308 -0.389 1.269 0.2567
H 5.670 -0.003 2.886 0.2615
H 4.284 1.150 -2.316 0.2312
H 4.393 2.384 -1.049 0.2680
H 2.241 1.993 0.425 0.4220
H -0.284 2.096 -2.266 0.2580
H -2.708 1.911 -1.724 0.2366
C -3.676 -1.117 1.251 -0.2295
C -2.319 -1.634 0.771 -0.6369
H -2.431 -2.255 -0.115 0.2007
H -1.647 -0.812 0.535 0.2146
H -1.866 -2.236 1.554 0.2235
H -3.567 -0.596 2.203 0.2329
H -4.355 -1.962 1.405 0.1988
H -4.953 0.389 -1.468 0.2390
H -3.587 -0.752 -1.519 0.1767
```

E: -59188.125 eV
2S+1: 1
Orbital gap: 9.07 eV

***

Record 3
Below is a structure of composition C19H24GaI2N6O6 in a non-equilibrium geometry, with properties calculated with the ωB97M-V functional and the def2-TZVPD basis.

XYZ file:
```
58
Properties=species:S:1:pos:R:3:nbo_charge:R:1
Ga -1.000 -3.012 -0.338 0.7607
N 0.631 -5.910 -0.030 -0.6276
N 1.982 -5.660 0.187 -0.4113
C 2.445 -4.401 0.289 0.6348
N 3.750 -4.205 0.432 -0.7627
N 1.532 -3.428 0.227 -0.5017
N 1.843 -2.144 0.408 0.6347
O 2.965 -1.750 0.696 -0.4044
O 0.878 -1.378 0.272 -0.4628
H 0.294 -6.602 0.626 0.3784
H 0.479 -6.238 -0.976 0.3693
H 2.641 -6.422 0.177 0.3893
H 4.417 -4.957 0.458 0.4131
H 4.062 -3.254 0.555 0.4519
I -2.917 -6.202 -2.154 0.1403
C -4.622 -4.931 -2.295 -0.6996
I -4.322 -2.918 -1.640 0.1739
H -5.396 -5.366 -1.678 0.2343
H -4.906 -4.898 -3.338 0.2349
C -4.797 0.954 -2.089 -0.2604
O -3.715 0.462 -1.275 -0.5199
C -2.561 0.213 -1.882 0.9978
O -2.302 0.314 -3.038 -0.5701
H -5.475 0.131 -2.307 0.1988
H -4.411 1.371 -3.015 0.2208
H -5.303 1.714 -1.503 0.2094
C 4.470 3.455 1.332 -0.6347
C 3.422 3.304 0.261 -0.0125
C 3.705 3.727 -1.031 -0.2112
C 2.783 3.573 -2.053 -0.1990
C 1.556 3.004 -1.778 -0.2220
C 1.246 2.591 -0.484 0.1080
N -0.012 1.940 -0.336 -0.6135
C -0.926 2.090 0.658 0.3561
C -1.024 3.322 1.336 -0.2929
C -1.869 3.487 2.403 -0.1283
C -2.664 2.428 2.860 -0.2712
C -2.636 1.237 2.189 -0.1005
C -1.817 1.049 1.057 -0.3417
C -1.928 -0.226 0.406 0.8475
O -2.235 -1.291 0.908 -0.6200
O -1.639 -0.259 -0.986 -0.5826
C 2.185 2.710 0.553 0.0385
C 1.923 2.171 1.932 -0.6592
H 5.373 3.903 0.923 0.2224
H 4.735 2.485 1.756 0.2159
H 4.113 4.087 2.147 0.2222
H 4.671 4.168 -1.245 0.2143
H 3.018 3.897 -3.058 0.2208
H 0.813 2.880 -2.557 0.2190
H -0.109 1.137 -0.929 0.4129
H -0.411 4.137 0.973 0.2342
H -1.927 4.449 2.896 0.2267
H -3.307 2.556 3.719 0.2284
H -3.271 0.414 2.491 0.2307
H 1.488 2.933 2.582 0.2254
H 2.845 1.832 2.400 0.2242
H 1.233 1.330 1.904 0.2202
```

E: -109887.314 eV
2S+1: 1
Net charge: +1
Orbital gap: 7.00 eV
ΔE to the lowest compared entry with this formula, charge and spin: 160.5 kJ/mol

***

Record 4
Below is a structure of composition C19H24KNO in a non-equilibrium geometry, with properties calculated with the ωB97M-V functional and the def2-TZVPD basis.

XYZ file:
```
46
Properties=species:S:1:pos:R:3:nbo_charge:R:1
K -1.354 -0.677 -0.630 0.9085
C -3.384 -2.308 1.560 -0.4287
N -3.491 -2.182 0.118 -0.4661
C -3.474 -3.492 -0.499 -0.4107
C -4.709 -1.457 -0.233 -0.2442
C -4.636 0.046 -0.046 -0.1123
C -5.843 0.738 -0.072 -0.2308
C -5.866 2.119 -0.023 -0.2531
C -4.673 2.807 0.094 -0.2429
C -3.478 2.103 0.151 -0.2715
C -3.416 0.715 0.057 -0.4851
H -4.194 -2.928 1.978 0.1665
H -3.442 -1.319 2.005 0.2336
H -2.427 -2.763 1.828 0.1811
H -4.322 -4.118 -0.178 0.1690
H -2.551 -4.011 -0.243 0.1874
H -3.521 -3.389 -1.582 0.1944
H -5.571 -1.852 0.335 0.1668
H -4.918 -1.640 -1.295 0.1920
H -6.779 0.193 -0.158 0.1835
H -6.806 2.655 -0.082 0.1960
H -4.677 3.891 0.128 0.1898
H -2.559 2.672 0.261 0.1653
C 7.205 1.443 -0.670 -0.6369
C 5.779 1.066 -0.421 0.0670
C 5.303 0.828 0.863 -0.2454
C 3.995 0.460 1.103 0.0645
C 3.580 0.221 2.526 -0.6461
C 3.096 0.297 0.017 -0.1755
C 1.754 -0.137 0.301 0.4280
O 0.892 -0.560 -0.479 -0.6401
C 3.569 0.567 -1.289 0.0880
C 2.703 0.504 -2.508 -0.6571
C 4.886 0.945 -1.478 -0.2407
H 7.762 1.488 0.262 0.2191
H 7.261 2.415 -1.159 0.2301
H 7.677 0.714 -1.327 0.2295
H 5.981 0.931 1.699 0.2093
H 4.429 0.375 3.186 0.2245
H 3.218 -0.796 2.666 0.2244
H 2.790 0.911 2.823 0.2279
H 1.484 -0.097 1.369 0.1329
H 1.678 0.259 -2.260 0.2445
H 3.091 -0.251 -3.192 0.2279
H 2.731 1.465 -3.021 0.2255
H 5.227 1.148 -2.484 0.2103
```

E: -39952.985 eV
2S+1: 1
Orbital gap: 4.97 eV
ΔE to the lowest compared entry with this formula, charge and spin: 65.9 kJ/mol

***

Record 5
Below is a structure of composition C19H24MnN3O5S4, with properties calculated with the ωB97M-V functional and the def2-TZVPD basis.

XYZ file:
```
56
Properties=species:S:1:pos:R:3:nbo_charge:R:1
Mn 0.053 -0.571 -0.100 1.0827
C 1.663 1.142 1.668 -0.2192
C 2.672 0.672 0.591 -0.2287
N 2.001 0.085 -0.573 -0.6621
C 1.917 0.974 -1.755 -0.2232
C 0.531 0.906 -2.420 -0.2387
N -0.571 0.869 -1.439 -0.6251
C -0.973 2.112 -0.790 -0.2190
C -0.011 2.451 0.362 -0.2184
N 0.328 1.265 1.128 -0.6663
H 1.595 0.374 2.438 0.2261
H 2.031 2.058 2.152 0.1650
H 3.331 1.485 0.271 0.1698
H 3.302 -0.093 1.046 0.2173
H 2.431 -0.798 -0.847 0.4574
H 2.147 1.995 -1.442 0.1725
H 2.657 0.690 -2.506 0.2145
H 0.410 1.740 -3.123 0.1708
H 0.473 -0.032 -2.967 0.2581
H -1.349 0.401 -1.891 0.3857
H -1.045 2.951 -1.492 0.1760
H -1.962 1.940 -0.362 0.2113
H 0.912 2.882 -0.031 0.1855
H -0.475 3.232 0.977 0.1864
H -0.401 0.889 1.739 0.4408
O -0.231 -1.859 -1.670 -1.0630
S 0.974 -2.731 -1.312 2.5702
O 0.710 -4.132 -1.532 -0.9966
O 1.135 -2.389 0.158 -1.0540
O 2.148 -2.229 -2.051 -1.0641
O -1.254 -0.757 1.488 -0.9122
C -1.718 -1.768 2.301 0.1094
C -3.063 -1.315 2.875 -0.1417
C -4.136 -2.025 3.312 -0.2823
C -5.174 -1.193 3.835 -0.2633
C -4.859 0.130 3.778 -0.4501
S -3.311 0.373 3.079 0.4522
C -1.938 -3.065 1.550 -0.2151
C -1.623 -4.343 1.894 -0.2546
C -2.002 -5.294 0.899 -0.2585
C -2.599 -4.709 -0.172 -0.4091
S -2.714 -3.015 0.020 0.4882
C -0.780 -2.011 3.484 -0.1751
C -1.103 -2.124 4.804 -0.2758
C 0.029 -2.345 5.643 -0.2722
C 1.188 -2.397 4.932 -0.4449
S 0.917 -2.186 3.256 0.5124
H -4.177 -3.104 3.246 0.2346
H -6.116 -1.564 4.218 0.2087
H -5.468 0.968 4.079 0.2212
H -1.105 -4.590 2.810 0.2227
H -1.791 -6.353 0.959 0.2094
H -2.925 -5.180 -1.085 0.2269
H -2.121 -2.045 5.162 0.2277
H -0.024 -2.461 6.718 0.2073
H 2.187 -2.558 5.307 0.2229
```

E: -109463.581 eV
2S+1: 2
<S²>: 0.84
Net charge: -1
Orbital gap (alpha / beta): 6.81 / 6.36 eV

***

Record 6
Below is an isolated molecule of C19H24N2O3S, with properties calculated with the ωB97M-V functional and the def2-TZVPD basis.

XYZ file:
```
49
Properties=species:S:1:pos:R:3:nbo_charge:R:1
C -5.452 -1.777 -0.595 -0.6171
C -4.041 -1.283 -0.868 -0.0617
O -3.937 0.028 -0.345 -0.5026
C -2.740 0.669 -0.428 0.2987
C -1.598 0.134 -1.014 -0.3385
C -0.417 0.858 -1.017 0.2041
C -0.357 2.141 -0.449 0.2315
C -1.508 2.673 0.111 -0.2702
C -2.684 1.945 0.125 -0.2532
H -3.575 2.356 0.572 0.2220
H -1.505 3.658 0.549 0.2190
O 0.867 2.762 -0.525 -0.5207
C 1.122 3.887 0.291 -0.0553
C 1.226 3.529 1.770 -0.6400
H 2.000 2.781 1.919 0.2173
H 0.286 3.123 2.135 0.2168
H 1.476 4.417 2.345 0.2145
H 0.363 4.663 0.130 0.1684
H 2.081 4.266 -0.073 0.1941
N 0.769 0.354 -1.557 -0.6412
C 1.107 -0.936 -1.752 0.6784
O 0.360 -1.890 -1.672 -0.6229
C 2.563 -1.147 -2.144 -0.6334
H 2.628 -1.185 -3.234 0.2568
H 2.894 -2.110 -1.754 0.2403
S 3.744 0.151 -1.670 0.1791
C 3.581 0.272 0.149 -0.5232
C 3.578 -1.068 0.873 -0.4600
C 2.183 -1.614 1.033 0.2178
N 1.249 -0.729 1.362 -0.4683
C 0.008 -1.146 1.532 0.0566
C -0.377 -2.468 1.382 -0.2584
C 0.594 -3.395 1.044 -0.1417
C 1.898 -2.965 0.873 -0.2548
H 2.680 -3.662 0.608 0.2145
H 0.340 -4.436 0.909 0.2160
H -1.406 -2.760 1.520 0.2172
H -0.707 -0.376 1.794 0.1992
H 3.987 -0.910 1.876 0.2312
H 4.221 -1.789 0.366 0.2161
H 4.447 0.872 0.427 0.2291
H 2.668 0.817 0.389 0.2455
H 1.513 1.043 -1.620 0.4351
H -1.590 -0.849 -1.450 0.2614
H -3.843 -1.274 -1.949 0.1735
H -3.305 -1.941 -0.387 0.1712
H -5.574 -2.784 -0.986 0.2123
H -6.174 -1.119 -1.071 0.2136
H -5.644 -1.783 0.475 0.2118
```

E: -40050.921 eV
2S+1: 1
Orbital gap: 8.41 eV
ΔE to the lowest compared entry with this formula, charge and spin: 52.3 kJ/mol